Record 1
Below is a structure of composition C25H45Cl2PYb, with properties calculated with ωB97M-V with the def2-TZVPD basis set.

Output
Molar mass   620.56 g mol⁻¹
Spin multiplicity   2
HOMO energy (spin up / spin down)   0.2 / -3.3 eV
Net charge   -1
Gap between HOMO and LUMO (spin up / spin down)   2.134 / 5.633 eV
Energy   -92521.432 eV
ΔE to the lowest compared entry with this formula, charge and spin   0.000 eV
Largest force on an atom   0.03413 Eh/bohr

Geometry as XYZ:
```
74
Properties=species:S:1:pos:R:3:mulliken_spin:R:1
C -1.2341 -2.7704 1.8816 -0.112
H -2.8079 1.6052 0.1007 0.015
C -0.8321 2.4058 -0.3494 -0.166
Cl 0.5562 -0.5824 5.7427 -0.171
P -0.0975 0.7175 -0.0610 0.050
H -1.4011 -0.4041 -4.7585 -0.003
H 0.1532 -2.1954 -4.2596 0.008
H 2.1959 -0.3955 1.6437 0.833
H -2.9461 4.0369 0.5287 -0.004
H -0.2747 2.9223 -2.3836 0.005
H -2.6250 4.4807 -2.4762 -0.001
C 2.2575 0.9381 -1.5820 0.036
H -4.0743 3.5838 -0.7582 0.005
H -1.0132 1.1504 2.0704 0.008
H -2.7360 5.7034 -1.2201 -0.002
H 3.8895 2.3070 -1.2493 -0.061
C -0.8110 -2.2239 -3.7311 0.015
H 1.1134 -1.6082 -1.6892 -0.031
H -2.8429 -1.7762 2.8949 0.026
H 0.9059 3.4316 -1.1665 0.014
C 3.7453 1.2859 -1.6315 -0.044
H 0.2893 0.3398 -3.1466 0.012
C -2.3451 4.7063 -1.4356 0.002
H 1.9317 1.7825 0.4150 0.011
C 0.5361 -3.4639 3.5173 -0.156
H 4.5842 -0.7615 1.0703 -0.394
H 5.6209 0.7054 -0.7322 -0.053
H 0.1218 -2.1835 -0.3529 0.152
H -1.7280 -0.6393 -1.0474 0.025
H -2.5301 1.8945 -1.6147 -0.002
H -2.4900 -0.8916 -3.4551 -0.010
C -1.4310 -0.8214 -3.7461 -0.011
H -1.4786 -2.0685 4.7990 -0.004
C 4.0339 0.0570 0.5913 0.210
Cl 1.4224 2.6077 2.7895 -0.152
H -1.2516 1.1153 -2.8064 0.000
H -2.6326 -3.4086 4.9581 -0.007
C -0.8202 0.2502 1.4584 0.068
H 1.6975 1.6765 -2.1710 0.032
C -0.6886 -0.4363 -1.3661 -0.028
C -0.1682 3.3364 -1.3687 0.034
C 0.0731 -1.7678 -1.3683 -0.074
C 1.7435 0.8405 -0.1369 -0.191
H -1.4550 -2.9080 -4.2927 -0.005
H -3.0790 -3.5003 2.6585 0.011
C -2.3163 -2.7462 2.9158 -0.009
Yb 1.0377 0.3091 3.5310 0.845
H 2.3573 -1.2328 0.1021 0.068
C -0.5894 -2.7756 -2.3138 -0.019
H -0.5476 5.1857 -0.3473 0.010
H -0.6705 2.8471 0.6509 0.004
H -0.3078 -4.1652 5.3968 0.002
H 2.1143 -0.0349 -2.0763 0.061
H 4.2021 0.9532 1.2102 0.132
C 4.6028 0.3103 -0.8130 0.242
C -0.6341 -3.9898 4.3686 -0.010
C -1.8107 -3.0157 4.3473 -0.009
C -3.0123 3.6814 -0.5118 0.009
H 1.0402 -2.6550 4.0933 0.079
H -1.5374 -2.4956 0.8698 0.057
C -0.8157 4.7276 -1.3121 -0.005
C 0.0753 -2.9993 2.1719 0.038
H 4.6727 -0.6468 -1.3531 0.029
H 4.0712 1.2872 -2.6771 -0.026
H -1.7187 -0.3713 1.3532 -0.013
C -2.3464 2.3027 -0.6074 0.005
H -1.5607 -3.0704 -1.8889 -0.004
H 0.0255 -3.6817 -2.3599 -0.014
H -0.9623 -4.9529 3.9608 -0.005
H 0.8556 -2.8309 1.4202 0.254
H -0.3901 5.3561 -2.1001 -0.003
C -0.7336 0.1487 -2.7885 0.029
H 1.2925 -4.2550 3.3978 0.011
C 2.5294 -0.2640 0.5964 -0.644
```

Record 2
Below is a structure of composition C25H45ClFIrP, with properties calculated with ωB97M-V with the def2-TZVPD basis set.

Output
Molar mass   623.28 g mol⁻¹
Spin multiplicity   5
HOMO energy (spin up / spin down)   0.2 / -4.3 eV
Net charge   -1
Gap between HOMO and LUMO (spin up / spin down)   2.542 / 6.901 eV
Energy   -54019.840 eV
Largest force on an atom   0.06889 Eh/bohr

Geometry as XYZ:
```
74
Properties=species:S:1:pos:R:3:mulliken_spin:R:1
C -0.6549 0.2540 -4.8933 0.022
H -2.6865 1.3788 -1.9685 -0.035
H 0.3444 0.4968 -5.2786 -0.010
C 0.2423 -1.7872 -3.7989 0.037
H 1.0127 3.3260 -3.0054 -0.001
H -0.0255 2.7109 -4.2903 0.015
H 0.0778 -3.4375 2.8113 0.009
C 3.9928 1.2290 -4.0594 0.010
H -0.5017 5.0904 -2.4708 -0.002
H -1.1757 1.2101 -4.7966 0.011
H 2.2892 1.7044 -2.0601 0.015
C -0.7683 4.5135 -3.3620 0.020
P 0.2448 0.5707 -2.1246 0.187
C -2.2800 -0.4660 -0.5415 0.866
H -2.3112 1.6569 -3.6655 0.019
H -0.8037 -4.4641 1.6677 -0.002
C -0.1895 -1.7996 -0.1553 0.148
H 1.9212 1.6085 -4.5648 -0.007
C -1.4221 -0.5839 -5.9196 0.034
H 4.3882 0.9346 -1.1570 0.014
H 2.7532 -1.2955 -2.4542 0.058
H -2.4843 -0.6112 -5.6436 0.004
C -1.8606 -1.7995 -0.3180 -0.034
C -0.5055 -3.4140 1.8902 -0.008
C 0.3628 -2.9197 0.7253 0.123
H -2.5699 -0.1345 -1.5272 0.042
H -0.6225 2.6112 -1.2751 -0.007
C -2.2987 4.4358 -3.4703 0.017
C -2.5898 -2.5282 0.8080 0.085
C -0.0384 3.1670 -3.2907 0.035
H 0.0840 -2.1127 -1.1804 -0.118
C 4.8995 0.3570 -3.1763 0.059
H -2.7237 5.4113 -3.2197 -0.003
H -1.5342 -1.6250 2.4599 0.019
H 5.8643 0.8626 -3.0540 -0.019
H 0.0257 -3.5984 -4.9473 0.000
H -0.0070 -1.9977 -6.7252 -0.001
C -0.5531 -2.6889 -4.7515 0.012
C 4.3125 0.0472 -1.7960 0.018
C -2.9312 3.3797 -2.5711 -0.016
H -2.4873 0.1833 0.2946 -0.026
C 2.0602 0.7494 -2.5606 0.103
H -1.6477 -2.6056 -6.6172 -0.003
H 4.3382 1.1823 -5.0990 -0.010
C -0.7049 2.2113 -2.3000 -0.101
F 1.2141 1.8329 0.1332 0.085
C -2.1874 2.0598 -2.6561 -0.049
H -1.3768 -0.0597 -6.8877 -0.006
H 4.0938 2.2762 -3.7520 -0.003
H -3.5824 -2.0745 0.9890 -0.025
Cl 0.3651 -0.1584 2.3232 0.134
H 0.4502 -2.3346 -2.8750 0.005
H -2.7665 -3.5361 0.3953 0.010
H 2.4540 -0.5708 -0.8347 0.034
C -1.7819 -2.6228 2.0990 -0.012
H -2.3990 -3.1136 2.8450 0.000
H 0.5688 -3.8024 0.0751 0.013
H 2.3568 -0.1086 -4.5264 0.021
C 2.5035 0.8540 -4.0165 -0.040
H -0.3734 5.0662 -4.2199 -0.008
C -0.5008 -0.4749 -3.5463 -0.027
C -0.8962 -2.0135 -6.0837 0.004
H -3.9729 3.2076 -2.8598 -0.006
H 1.2174 -1.5603 -4.2558 0.006
Ir 0.6514 -0.0189 0.0578 2.258
H -1.5085 -0.7176 -3.1548 -0.018
H -2.5777 4.2308 -4.5135 0.005
H 4.8991 -0.7407 -1.3101 -0.029
H -2.0134 -2.3018 -1.2883 0.027
C 2.8420 -0.3705 -1.8680 0.015
H 5.1096 -0.5839 -3.6978 0.002
H 1.3481 -2.6285 1.1210 0.027
H -1.4826 -3.0097 -4.2571 -0.002
H -2.9348 3.7102 -1.5260 0.001
```

Record 3
Below is a cluster of 3 separate species, C25H45IO12P2 in total, with properties calculated with ωB97M-V with the def2-TZVPD basis set.

Output
SMILES string   CC(=O)OCCC1=CC(=O)C=C(C[C@H](C)I)C1=O.CCOP(=O)(OCC)OCC.CCOP(=O)(OCC)OCC
Molar mass   726.48 g mol⁻¹
Spin multiplicity   1
HOMO energy   -9.8 eV
Net charge   0
Gap between HOMO and LUMO   8.455 eV
Energy   -77904.973 eV
ΔE to the lowest compared entry with this formula, charge and spin   0.000 eV
Largest force on an atom   0.12088 Eh/bohr

Geometry as XYZ:
```
85
Properties=species:S:1:pos:R:3:mulliken_charge:R:1
H 2.6078 0.8031 -2.6796 0.386
C 1.1154 -3.3877 0.5243 -0.686
C 3.9784 -0.2943 -3.9420 0.582
H -6.8716 4.7583 2.2679 0.351
H 1.5333 3.1153 4.8899 0.375
H 4.9263 -0.1634 5.1403 0.419
C 1.4580 2.6069 3.9283 -1.073
H 4.3728 -3.7464 -5.7060 0.444
H -6.1130 5.6026 0.9353 0.298
H 3.9005 0.7883 4.0565 0.147
C 2.7891 -0.2115 -3.0015 -0.731
O -3.3066 7.1261 3.2380 -0.337
C -5.9381 4.8556 1.7110 -0.337
C -0.4342 -5.3346 -3.4185 -1.219
H -4.3988 10.2610 2.6858 0.377
H -4.8583 9.1743 4.0090 0.271
O 0.5390 -1.3203 1.6472 -0.360
C 2.1172 -5.0363 -3.4503 0.455
C -2.4471 -3.9707 -3.9625 -1.261
H -3.7677 3.3252 3.3374 0.259
H -2.4486 8.9399 3.5436 0.332
O 2.8861 -0.7548 1.3763 -0.801
C -1.0868 -4.4452 -4.4942 -0.263
C 3.6511 -2.6306 -4.0231 -0.469
O -4.9620 5.3058 2.6445 -0.384
H 4.2575 -6.3606 -5.7730 0.508
H -1.0216 2.9872 2.0162 0.143
H 3.2894 0.2773 5.6300 0.255
C 2.5218 -7.3625 -4.8542 -0.286
H 4.0607 -1.6524 3.3777 0.277
C 3.3842 -1.3095 4.1620 -0.316
O 4.5870 0.7132 -4.2311 -0.589
C -2.0957 2.8053 2.0551 -0.896
H -3.0454 -4.8640 -3.7927 0.401
H -2.7609 8.5873 1.8532 0.332
H -2.3428 -3.3605 -3.0692 0.320
H 2.6068 -2.5464 -4.3277 0.329
C 3.4582 -6.2091 -5.0601 -0.581
I -1.4818 -5.5656 -6.3033 0.093
H 1.3342 -1.3901 -0.2775 0.025
H -0.2935 -4.6836 -2.5510 0.071
H 2.9359 -0.8533 -2.1320 0.120
H -6.3533 3.2147 0.3750 0.411
C 4.2140 -3.9074 -4.6395 -0.726
C 0.6892 1.3069 4.0725 -0.157
C -4.4986 9.2149 2.9798 -1.048
H -2.2595 1.7368 2.1990 0.352
C 0.6642 -1.9513 0.3728 0.047
C 1.1233 -6.9907 -4.4890 -0.131
C 3.9053 -0.0284 4.7826 -0.890
C -5.5845 3.5208 1.0851 -0.881
H 3.7471 -2.7158 -2.9450 0.426
H -4.6302 3.5776 0.5557 0.159
O -3.8957 6.7261 0.9146 -0.807
H 5.1979 -4.1362 -4.2301 0.346
C -2.7248 3.5958 3.1856 -0.212
C -3.1722 8.4957 2.8573 -0.286
H -2.2150 3.3495 4.1199 0.313
H 0.2787 -7.6156 -4.7411 0.559
O 0.6034 0.6019 2.8384 -0.285
H -0.3393 1.5352 4.3607 0.271
H 1.2150 -3.8632 -0.4505 0.028
H -2.9379 -3.4354 -4.7731 0.416
H -0.4131 -3.6154 -4.6918 0.469
H -5.2613 8.7489 2.3556 0.276
H 1.0923 0.6912 4.8739 0.307
O 2.0524 -1.1863 3.6718 -0.369
C 3.2678 -5.0691 -4.4034 0.333
H 0.9553 3.2725 3.2257 0.268
H -5.4972 2.7411 1.8436 0.254
H 2.4637 2.4295 3.5422 0.311
O 4.3629 -1.4786 -4.4875 -0.446
H -0.3271 -1.9250 -0.0867 0.332
O 2.8582 -8.5166 -5.0009 -0.556
C 0.9077 -5.8578 -3.8307 0.596
H 1.9189 -0.6274 -3.5132 0.303
O 2.1065 -4.4355 -2.3988 -0.517
H 2.0724 -3.4554 1.0427 0.288
O -2.5623 5.0007 3.0199 -0.374
H -1.1050 -6.1276 -3.0937 0.557
H 0.3930 -3.9517 1.1179 0.302
P -3.5395 5.9524 2.1343 1.075
H 3.3596 -2.0948 4.9192 0.360
P 1.7403 -0.4074 2.2603 0.993
H -2.5091 3.1012 1.0888 0.352
```

Question: Which of these has the lowest molar mass?
Answer: C25H45Cl2PYb

Question: Among the records above, which one has the lowest energy?
Answer: C25H45Cl2PYb

Question: Which formula does entry 2 have?
Answer: C25H45ClFIrP